{"formula": "C31H57ClO3P2ReSSi2", "method": "ωB97M-V/def2-TZVPD", "gap_ev": [6.8, 7.3], "e_tot_ev": -99036.2683, "mol_weight_g_mol": 849.6, "multiplicity": 4, "s_squared": 3.765, "relative_energy_kcal_mol": 0.0, "species": ["Re", "C", "C", "C", "Si", "C", "C", "Si", "H", "H", "H", "Cl", "C", "C", "C", "C", "H", "H", "H", "H", "H", "H", "H", "H", "H", "H", "H", "H", "C", "C", "P", "H", "H", "P", "H", "H", "C", "C", "C", "C", "C", "H", "C", "H", "H", "H", "H", "H", "H", "H", "C", "C", "H", "H", "H", "H", "H", "H", "H", "C", "C", "H", "H", "H", "H", "H", "H", "C", "C", "H", "H", "H", "H", "H", "H", "H", "C", "H", "H", "H", "C", "C", "C", "C", "C", "C", "C", "S", "O", "O", "O", "H", "H", "H", "H", "H", "H", "H"], "positions_angstrom": [[1.0593, 0.1402, 0.1345], [0.0175, 1.6992, 1.0491], [0.5948, 0.8674, 2.0674], [2.0334, 0.8726, 1.8415], [-0.4703, 0.0858, 3.3921], [2.3143, 1.7023, 0.7239], [1.0579, 2.2645, 0.2400], [0.6785, 3.5536, -1.0676], [-1.0346, 1.9643, 0.9756], [2.7620, 0.3408, 2.4400], [3.2918, 1.9207, 0.3144], [1.9270, -1.7603, -1.1125], [-0.8944, 4.5026, -0.7113], [2.0629, 4.8014, -1.2445], [-2.0399, 1.0751, 3.6487], [0.4177, -0.0919, 5.0358], [2.1004, 5.4076, -0.3279], [1.8403, 5.4739, -2.0861], [3.0519, 4.3571, -1.4049], [-1.7542, 3.8274, -0.6144], [-1.0951, 5.2127, -1.5261], [-0.7817, 5.0726, 0.2215], [0.6226, 0.9131, 5.4362], [1.3671, -0.6404, 4.9825], [-0.2453, -0.6102, 5.7469], [-1.7958, 2.0553, 4.0835], [-2.7130, 0.5478, 4.3393], [-2.5771, 1.2421, 2.7054], [0.4764, 2.6120, -2.7003], [-0.9485, -1.6186, 2.7191], [1.3657, 1.0252, -2.5251], [0.8693, 3.2213, -3.5262], [-0.5892, 2.4034, -2.8835], [0.3632, -2.1697, 1.5806], [-1.8910, -1.5358, 2.1532], [-1.0928, -2.3304, 3.5456], [-0.1813, -3.8325, 0.9364], [1.7704, -2.6205, 2.7767], [3.1585, 1.6406, -2.7417], [1.0582, 0.0768, -4.0914], [0.0931, -1.0941, -3.8840], [2.0486, -0.3402, -4.3426], [0.5524, 0.9446, -5.2375], [-0.4383, 1.3518, -4.9988], [0.4536, 0.3120, -6.1295], [1.2268, 1.7700, -5.4866], [0.4748, -1.7908, -3.1310], [-0.0072, -1.6408, -4.8332], [-0.9061, -0.7595, -3.5739], [3.2932, 2.3106, -1.8773], [3.3849, 2.4275, -4.0312], [4.1589, 0.4926, -2.6296], [2.7177, 3.2882, -4.1531], [3.2953, 1.7803, -4.9134], [4.4121, 2.8180, -4.0152], [4.0800, -0.0429, -1.6776], [5.1714, 0.9106, -2.7066], [4.0330, -0.2307, -3.4448], [2.0071, -1.6598, 3.2614], [3.0073, -3.0985, 2.0165], [1.3468, -3.6337, 3.8370], [0.4682, -3.3261, 4.4167], [2.1755, -3.7566, 4.5478], [1.1521, -4.6180, 3.3917], [3.3721, -2.3532, 1.3011], [2.8126, -4.0320, 1.4737], [3.8061, -3.2960, 2.7434], [-0.7071, -3.7514, -0.4993], [-1.2239, -4.5142, 1.8161], [0.7483, -4.4270, 0.9311], [-2.1560, -3.9347, 1.8269], [-0.8926, -4.6716, 2.8480], [-1.4443, -5.4994, 1.3840], [-1.5516, -3.0549, -0.5815], [-1.0404, -4.7495, -0.8146], [0.0772, -3.4234, -1.1877], [4.8799, -4.2737, -2.3625], [5.6107, -3.7299, -1.7587], [4.3472, -5.1276, -1.9366], [4.7147, -3.9905, -3.4050], [-6.9583, 1.9551, 2.5405], [-5.8515, 1.5043, 1.6301], [-5.2959, 2.3578, 0.6669], [-4.3227, 1.9146, -0.2321], [-3.8190, 0.6065, -0.1366], [-4.3571, -0.2520, 0.8295], [-5.3398, 0.2021, 1.7121], [-2.4352, 0.0791, -1.1395], [-2.8608, -0.8804, -2.1373], [-1.9139, 1.3478, -1.6477], [-1.5130, -0.5274, -0.1098], [-6.6615, 2.8302, 3.1240], [-7.8678, 2.2375, 1.9991], [-7.2265, 1.1603, 3.2381], [-5.6330, 3.3944, 0.6083], [-3.9501, 2.5783, -1.0087], [-3.9971, -1.2800, 0.8721], [-5.7079, -0.4827, 2.4807]], "forces_ev_per_a": [[-0.9, -4.8, -3.2], [0.1, 2.3, 1.5], [-0.2, 0.7, 0.6], [-0.1, -0.5, 1.1], [-0.6, -0.8, 0.0], [0.1, 1.4, -0.6], [-0.1, 1.0, 0.6], [-0.4, -0.1, -1.2], [0.3, -0.3, -0.2], [-0.1, 0.1, -0.1], [-0.1, 0.0, 0.1], [0.9, 0.1, 0.2], [0.0, -0.1, 0.4], [0.1, 0.1, 0.3], [0.2, 0.3, 0.0], [0.1, 0.3, 0.1], [0.1, 0.0, -0.2], [0.1, -0.2, 0.2], [-0.2, 0.1, 0.0], [0.2, 0.1, -0.1], [0.1, -0.2, 0.2], [-0.1, 0.0, -0.2], [0.0, -0.3, 0.0], [-0.3, 0.1, 0.0], [0.2, 0.1, -0.2], [-0.2, -0.2, -0.1], [0.2, 0.1, -0.2], [0.1, -0.1, 0.2], [0.0, 0.2, 0.0], [-0.1, 0.0, 0.3], [0.2, 0.4, 0.3], [-0.2, -0.2, 0.1], [0.4, 0.1, 0.2], [0.4, 0.4, 0.1], [0.4, 0.1, 0.1], [-0.1, 0.2, -0.2], [0.3, 0.0, -0.2], [-0.7, 0.3, -0.6], [-0.9, -0.4, 0.3], [0.1, -0.4, 0.1], [0.0, -0.2, 0.0], [-0.3, 0.1, 0.0], [0.0, 0.1, -0.2], [0.2, -0.1, -0.1], [0.0, 0.2, 0.1], [-0.2, -0.1, 0.1], [-0.2, 0.2, -0.2], [0.0, 0.1, 0.2], [0.3, -0.1, -0.1], [0.0, -0.1, -0.3], [0.3, 0.1, 0.0], [0.2, 0.1, 0.1], [0.1, -0.2, 0.0], [0.0, 0.1, 0.2], [-0.2, -0.1, -0.1], [-0.1, 0.1, -0.2], [-0.1, -0.2, 0.0], [0.0, 0.1, 0.2], [0.0, -0.3, -0.1], [0.2, 0.1, 0.1], [0.3, -0.1, 0.3], [0.2, -0.1, -0.2], [-0.1, -0.1, -0.1], [0.1, 0.2, 0.1], [-0.2, -0.2, 0.1], [0.1, 0.2, 0.1], [-0.1, 0.0, -0.2], [0.0, 0.0, -0.2], [-0.1, -0.2, 0.1], [-0.3, 0.1, 0.0], [0.2, -0.2, 0.0], [-0.2, 0.1, -0.2], [0.0, 0.2, 0.1], [0.2, -0.1, 0.0], [0.0, 0.2, 0.1], [-0.3, 0.0, 0.1], [0.1, -0.1, 0.0], [-0.4, -0.2, -0.3], [0.2, 0.4, -0.2], [0.0, -0.1, 0.5], [-0.1, 0.1, 0.2], [0.5, -0.2, -0.3], [-0.1, -0.2, -0.1], [0.1, -0.3, 0.3], [-0.7, 0.1, 0.4], [0.1, 0.3, -0.2], [0.0, -0.1, -0.2], [0.5, 0.0, 0.5], [0.0, 0.4, 0.5], [0.0, -0.5, 0.0], [-0.1, 0.5, -0.8], [0.0, 0.0, 0.0], [0.2, -0.1, -0.1], [0.0, 0.1, 0.0], [0.0, -0.3, -0.1], [0.1, -0.1, 0.2], [0.0, 0.2, 0.1], [0.0, 0.2, -0.3]]}